Computed, not measured: 2 unconnected molecules or ions with the total composition C6H10O, with ωB97M-V/def2-TZVPD.

## Properties
ΔE to the lowest compared entry with this formula, charge and spin in kJ/mol: 124.76
SMILES: O=C[C@@H]1C=CCC1.[H][H]
DFT total energy in eV: -8429.9473
HOMO-LUMO gap in hartree: 0.3796

```
! wB97M-V def2-TZVPD RIJCOSX def2/J DEFGRID3
* xyz 0 1
O 1.04 -1.15 1.69
C -0.16 -1.07 1.53
C -0.87 -0.05 0.66
C -1.49 -0.79 -0.52
C -0.96 -0.42 -1.68
C 0.09 0.65 -1.52
C 0.07 0.98 -0.01
H -0.83 -1.79 2.03
H -1.64 0.42 1.28
H -2.26 -1.55 -0.39
H -1.24 -0.83 -2.64
H -0.13 1.53 -2.13
H 1.07 0.28 -1.85
H 1.07 0.92 0.44
H -0.31 1.99 0.16
H 3.01 0.18 1.50
H 3.55 0.69 1.42
*
```

Computed, not measured: 2 unconnected molecules or ions with the total composition C5H11NO at a distorted geometry, with ωB97M-V/def2-TZVPD.

## Properties
ΔE to the lowest compared entry with this formula, charge and spin in kJ/mol: 445.57
SMILES: [H]/N=C\O.C/C=C\C
DFT total energy in eV: -8897.0793
HOMO-LUMO gap in hartree: 0.3055

```
! wB97M-V def2-TZVPD RIJCOSX def2/J DEFGRID3
* xyz 0 1
H -1.47 -2.76 0.26
N -0.72 -2.78 -0.42
C 0.07 -1.76 -0.32
O 0.89 -1.49 0.98
H 0.86 -1.78 -1.08
H 0.85 -2.29 1.53
C 0.99 1.65 0.96
C -0.12 0.66 0.94
C -0.75 0.19 -0.23
C -0.53 0.87 -1.56
H 1.38 1.82 1.96
H 0.64 2.63 0.61
H 1.79 1.37 0.29
H -0.68 0.61 1.87
H -1.80 -0.05 -0.06
H -0.79 1.93 -1.56
H 0.52 0.80 -1.85
H -1.15 0.39 -2.32
*
```

Computed, not measured: C4H3I in the gas phase at a distorted geometry, with ωB97M-V/def2-TZVPD.

## Properties
ΔE to the lowest compared entry with this formula, charge and spin in kJ/mol: 128.44
SMILES: C#CC(=C)I
DFT total energy in eV: -12293.1675
HOMO-LUMO gap (alpha / beta) in hartree: 0.3009 / 0.3009

```
! wB97M-V def2-TZVPD RIJCOSX def2/J DEFGRID3
* xyz 0 1
C 0.57 -2.10 -0.05
C 0.08 -1.00 0.02
C -0.54 0.23 0.07
C 0.31 1.57 -0.04
I -2.63 0.35 0.09
H 1.05 -3.03 -0.10
H -0.21 2.50 0.01
H 1.37 1.47 -0.01
*
```

Computed, not measured: a molecular structure, C5H8O at a distorted geometry, with ωB97M-V/def2-TZVPD.

## Properties
ΔE to the lowest compared entry with this formula, charge and spin in kJ/mol: 362.12
DFT total energy in eV: -7358.5022
HOMO-LUMO gap in hartree: 0.3758

```
! wB97M-V def2-TZVPD RIJCOSX def2/J DEFGRID3
* xyz 0 1
C 1.14 -1.04 0.99
C 1.39 -0.05 0.16
C -0.43 -0.72 1.07
C -0.10 0.42 0.10
C -0.86 0.20 -1.64
O -0.44 1.74 0.33
H 1.79 -1.74 1.52
H 2.24 0.26 -0.40
H -1.15 -1.42 0.47
H -0.59 -0.38 2.13
H -0.15 0.31 -2.52
H -1.58 1.04 -1.59
H -1.39 -0.65 -1.66
H 0.14 2.02 1.04
*
```

Computed, not measured: a molecular structure, C23H35FN3O3SeSiW, with ωB97M-V/def2-TZVPD.

## Properties
ΔE to the lowest compared entry with this formula, charge and spin in kJ/mol: 0.00
DFT total energy in eV: -112797.4222
HOMO-LUMO gap (alpha / beta) in hartree: 0.2751 / 0.2828

```
! wB97M-V def2-TZVPD RIJCOSX def2/J DEFGRID3
* xyz 1 3
W 0.67 0.10 0.31
N 0.92 -3.32 3.40
C 0.37 -3.57 2.06
C 0.46 -2.28 1.28
O -0.50 -1.81 0.63
O 1.54 -1.59 1.34
H 1.92 -3.20 3.34
H 0.75 -4.12 3.99
H -0.68 -3.84 2.13
H 0.89 -4.34 1.49
C -2.75 0.72 1.04
Si -2.30 1.28 -0.68
C -2.40 3.14 -0.75
C -3.43 0.42 -1.89
N -0.61 0.78 -1.01
C -0.17 0.71 -2.36
C -0.65 1.45 -3.43
C -0.12 1.28 -4.71
C 0.90 0.37 -4.95
C 1.42 -0.37 -3.90
C 0.86 -0.15 -2.67
F 1.37 -0.85 -1.55
H -3.83 0.85 1.16
H -2.26 1.33 1.81
H -2.52 -0.33 1.22
H -1.66 3.57 -0.06
H -3.39 3.47 -0.42
H -2.21 3.56 -1.73
H -4.46 0.57 -1.59
H -3.23 -0.65 -1.90
H -3.33 0.79 -2.92
H -1.44 2.18 -3.28
H -0.52 1.87 -5.52
H 1.30 0.25 -5.94
H 2.24 -1.07 -4.02
C -0.29 0.00 5.66
N -0.30 0.73 4.40
C -0.77 2.11 4.43
C 0.11 0.16 3.30
O 0.11 0.75 2.18
H 0.38 0.49 6.36
H 0.05 -1.02 5.49
H -1.29 -0.02 6.08
H -1.83 2.13 4.70
H -0.63 2.57 3.45
H -0.20 2.67 5.17
H 0.46 -0.87 3.40
C 4.83 1.51 -5.22
C 4.23 1.57 -3.84
C 3.29 2.54 -3.51
C 2.74 2.62 -2.24
C 1.73 3.69 -1.93
C 3.16 1.70 -1.27
Se 2.40 1.81 0.50
C 4.12 0.72 -1.57
C 4.59 -0.27 -0.54
C 4.63 0.67 -2.86
H 4.23 2.08 -5.93
H 4.90 0.48 -5.57
H 5.84 1.92 -5.23
H 2.97 3.25 -4.26
H 1.48 4.25 -2.84
H 2.12 4.40 -1.19
H 0.81 3.27 -1.52
H 3.79 -0.94 -0.22
H 4.94 0.24 0.36
H 5.40 -0.88 -0.93
H 5.37 -0.08 -3.10
*
```

Computed, not measured: a molecular structure, C13H25BeCl5F7MgO10P2V at a distorted geometry, with ωB97M-V/def2-TZVPD.

## Properties
DFT total energy in eV: -166086.0932
HOMO-LUMO gap in hartree: 0.0408

```
! wB97M-V def2-TZVPD RIJCOSX def2/J DEFGRID3
* xyz 0 1
O 3.35 -1.57 0.20
C 3.45 -2.39 -0.68
F 4.48 -3.25 -0.63
C 2.41 -2.54 -1.85
P 1.52 -0.91 -2.15
C 0.03 -1.00 -0.99
C -0.89 -2.15 -1.51
O -1.44 -2.87 -0.39
H 1.70 -3.31 -1.47
H 2.89 -2.86 -2.78
H 2.31 0.19 -1.74
H -0.47 -0.03 -0.90
H 0.46 -1.31 0.00
H -1.73 -1.71 -2.16
H -0.34 -2.89 -2.14
H -0.71 -3.43 -0.10
Mg 3.30 -1.64 2.37
Cl 5.02 -2.43 -2.81
C 0.63 -1.05 5.76
O 0.35 -2.01 6.48
O 0.15 0.15 6.22
O 1.29 -1.01 4.68
H -0.27 -0.24 7.00
C 7.68 -3.64 -5.19
Cl 8.95 -2.83 -6.09
Cl 6.24 -3.86 -6.17
Cl 8.23 -5.23 -4.59
H 7.42 -3.03 -4.33
Cl -1.97 -0.02 -3.12
O -5.32 -1.34 -4.67
C -5.83 -1.46 -3.59
O -7.13 -1.18 -3.43
C -7.87 -1.45 -2.23
C -7.67 -0.33 -1.22
C -5.01 -1.85 -2.38
H -7.61 -2.43 -1.82
H -8.91 -1.50 -2.51
H -6.63 -0.24 -0.92
H -8.27 -0.51 -0.32
H -7.97 0.62 -1.65
H -4.50 -0.97 -2.00
H -4.28 -2.59 -2.69
H -5.59 -2.31 -1.58
O -11.79 -2.40 2.35
V -11.09 -2.11 0.83
O -10.40 -1.84 -0.71
C 5.36 4.11 3.42
C 3.90 3.73 2.98
C 3.95 2.41 2.17
O 3.48 4.68 2.21
H 6.02 4.25 2.57
H 5.36 5.03 4.01
H 5.77 3.31 4.04
H 3.35 3.50 3.91
H 4.58 2.49 1.28
H 2.95 2.11 1.86
H 4.37 1.60 2.79
Be 6.25 -5.68 -3.68
F 0.83 5.91 3.70
P 0.92 7.33 2.87
F 1.58 7.72 4.32
F 1.70 6.44 1.73
F 1.97 8.40 2.23
F -0.07 8.60 3.11
F -0.45 6.84 2.13
*
```

Computed, not measured: C5H7F5N2S in the gas phase at a distorted geometry, with ωB97M-V/def2-TZVPD.

## Properties
ΔE to the lowest compared entry with this formula, charge and spin in kJ/mol: 9.28
SMILES: CN(C)NC(=S)C(F)(F)C(F)(F)F
DFT total energy in eV: -32699.8683
HOMO-LUMO gap in hartree: 0.3123

```
! wB97M-V def2-TZVPD RIJCOSX def2/J DEFGRID3
* xyz 0 1
C -1.31 2.29 -2.04
N -0.44 1.64 -1.06
C 0.87 2.17 -0.74
N -0.53 0.22 -1.00
C -1.21 -0.46 0.01
S -1.83 0.36 1.34
C -1.61 -1.92 -0.17
F -1.57 -2.32 -1.49
F -2.90 -2.15 0.28
C -0.66 -2.86 0.62
F 0.65 -2.60 0.43
F -0.95 -2.82 1.95
F -0.89 -4.13 0.16
H -2.29 1.75 -2.04
H -1.49 3.32 -1.78
H -0.91 2.25 -3.10
H 0.74 3.22 -0.33
H 1.54 2.21 -1.59
H 1.36 1.57 -0.01
H -0.08 -0.35 -1.72
*
```

Computed, not measured: C2H4Cl2N2O in the gas phase at a distorted geometry, with ωB97M-V/def2-TZVPD.

## Properties
ΔE to the lowest compared entry with this formula, charge and spin in kJ/mol: 189.65
SMILES: [H]/N=C(\NO)C(Cl)Cl
DFT total energy in eV: -32209.3167
HOMO-LUMO gap in hartree: 0.4037

```
! wB97M-V def2-TZVPD RIJCOSX def2/J DEFGRID3
* xyz 0 1
H 0.35 -2.11 -1.19
N -0.46 -1.57 -0.95
C -0.16 -0.56 -0.26
N 1.21 -0.12 -0.20
O 1.55 0.79 0.87
C -1.15 0.46 0.28
Cl -1.12 1.96 -0.65
Cl -2.72 -0.21 0.41
H 1.72 -0.93 0.08
H 1.63 1.57 0.34
H -0.84 0.73 1.27
*
```

Computed, not measured: C28H34N2O4 in the gas phase, with ωB97M-V/def2-TZVPD.

## Properties
ΔE to the lowest compared entry with this formula, charge and spin in kJ/mol: 0.00
SMILES: O=C(C1=C[C@@H](C2CC2)C[C@@H](OCc2ccc(CO)cc2)O1)N1CCN(Cc2ccccc2)CC1
DFT total energy in eV: -40757.0498
HOMO-LUMO gap in hartree: 0.3391

```
! wB97M-V def2-TZVPD RIJCOSX def2/J DEFGRID3
* xyz 0 1
O -1.42 1.16 -0.62
C -0.62 0.31 -0.24
C -0.73 -0.18 1.17
C -1.31 0.60 2.08
C -1.48 0.22 3.52
C -2.95 0.05 3.85
C -3.79 1.26 4.14
C -3.43 0.32 5.24
C -0.67 -1.05 3.82
C -0.73 -2.02 2.64
O -2.04 -2.49 2.52
C -2.23 -3.44 1.48
C -2.35 -2.80 0.12
C -1.57 -3.22 -0.95
C -1.70 -2.61 -2.19
C -2.58 -1.56 -2.37
C -2.76 -0.90 -3.72
O -3.93 -1.34 -4.37
C -3.34 -1.13 -1.29
C -3.23 -1.74 -0.06
O -0.25 -1.44 1.45
N 0.33 -0.18 -1.06
C 1.47 -1.00 -0.74
C 2.76 -0.19 -0.92
N 2.84 0.28 -2.29
C 4.13 0.84 -2.65
C 4.51 2.09 -1.88
C 4.13 3.34 -2.34
C 4.42 4.48 -1.61
C 5.10 4.37 -0.41
C 5.49 3.13 0.05
C 5.20 1.99 -0.68
C 1.71 1.14 -2.59
C 0.42 0.34 -2.41
H -1.69 1.55 1.76
H -1.08 1.04 4.14
H -3.41 -0.77 3.31
H -4.81 1.28 3.78
H -3.31 2.23 4.12
H -4.20 -0.32 5.65
H -2.70 0.65 5.98
H 0.38 -0.80 3.98
H -1.06 -1.54 4.71
H -0.04 -2.88 2.81
H -1.42 -4.18 1.49
H -3.17 -3.94 1.74
H -0.87 -4.04 -0.82
H -1.10 -2.96 -3.02
H -1.94 -1.17 -4.39
H -2.77 0.19 -3.59
H -4.68 -1.19 -3.78
H -4.02 -0.29 -1.41
H -3.82 -1.40 0.77
H 1.49 -1.85 -1.43
H 1.40 -1.37 0.28
H 2.76 0.64 -0.20
H 3.62 -0.83 -0.72
H 4.88 0.06 -2.49
H 4.10 1.06 -3.72
H 3.60 3.43 -3.28
H 4.12 5.45 -1.97
H 5.33 5.26 0.17
H 6.03 3.04 0.99
H 5.52 1.02 -0.32
H 1.68 2.02 -1.92
H 1.79 1.48 -3.62
H 0.42 -0.50 -3.11
H -0.45 0.97 -2.59
*
```

Computed, not measured: a molecular structure, C45H42I2N3OPtSb2, with ωB97M-V/def2-TZVPD.

## Properties
DFT total energy in eV: -86360.3847
HOMO-LUMO gap (alpha / beta) in hartree: 0.2876 / 0.2012

```
! wB97M-V def2-TZVPD RIJCOSX def2/J DEFGRID3
* xyz 3 5
Pt 0.63 -1.71 0.24
I -5.73 -4.62 3.03
C -4.36 -3.51 2.00
C -4.52 -3.31 0.61
C -3.60 -2.56 -0.06
I -3.80 -2.28 -2.10
C -2.45 -1.98 0.63
O -1.59 -1.30 0.00
C -2.34 -2.17 2.07
C -1.28 -1.45 2.84
N 0.10 -1.85 2.49
C 0.44 -3.23 2.89
C -0.03 -4.23 1.87
C -0.51 -5.48 2.21
C -0.87 -6.36 1.20
C -0.73 -5.97 -0.13
C -0.25 -4.71 -0.39
N 0.10 -3.86 0.59
C -3.27 -2.93 2.71
H -5.36 -3.75 0.09
H -1.46 -1.60 3.91
H -1.37 -0.38 2.64
H 0.73 -1.22 2.97
H 0.03 -3.48 3.88
H 1.53 -3.30 2.97
H -0.60 -5.75 3.25
H -1.24 -7.35 1.44
H -0.99 -6.64 -0.94
H -0.13 -4.35 -1.41
H -3.20 -3.07 3.78
C 2.23 1.98 2.12
C 0.90 2.64 2.47
C 0.21 3.46 1.36
Sb -1.01 2.29 0.03
C -1.77 3.50 -1.53
C -2.14 4.80 -1.20
C -2.74 5.59 -2.16
C -2.98 5.08 -3.43
C -2.61 3.78 -3.76
C -2.00 2.98 -2.80
C -2.75 1.91 1.14
C -3.93 1.63 0.43
C -5.12 1.45 1.13
C -5.13 1.52 2.52
C -3.96 1.78 3.22
C -2.76 1.96 2.54
Sb 2.35 0.47 0.58
C 2.23 1.72 -1.13
C 3.14 2.77 -1.25
C 3.06 3.65 -2.32
C 2.05 3.49 -3.28
C 1.14 2.45 -3.17
C 1.23 1.56 -2.09
C 4.47 0.25 0.60
C 5.21 0.50 1.75
C 6.59 0.46 1.69
C 7.23 0.18 0.49
C 6.49 -0.08 -0.66
C 5.10 -0.04 -0.61
H 2.64 1.50 3.01
H 2.95 2.72 1.78
H 1.10 3.35 3.28
H 0.22 1.90 2.90
H 0.93 4.00 0.73
H -0.50 4.18 1.78
H -1.96 5.21 -0.21
H -3.03 6.61 -1.92
H -3.47 5.70 -4.18
H -2.79 3.39 -4.75
H -1.70 1.97 -3.05
H -3.93 1.61 -0.65
H -6.04 1.27 0.58
H -6.06 1.38 3.06
H -3.98 1.86 4.31
H -1.86 2.18 3.10
H 3.94 2.89 -0.53
H 3.78 4.46 -2.42
H 1.99 4.18 -4.11
H 0.37 2.32 -3.92
H 0.53 0.74 -2.03
H 4.73 0.71 2.70
H 7.18 0.66 2.58
H 8.31 0.15 0.45
H 6.99 -0.29 -1.59
H 4.53 -0.21 -1.51
C 1.79 -2.27 -4.53
C 0.47 -2.06 -4.15
C 0.17 -1.92 -2.81
N 1.12 -2.00 -1.87
C 2.39 -2.22 -2.23
C 2.76 -2.36 -3.55
H 2.05 -2.38 -5.57
H -0.32 -1.99 -4.89
H -0.85 -1.77 -2.47
H 3.12 -2.28 -1.43
H 3.80 -2.54 -3.80
*
```

Computed, not measured: 2 unconnected molecules or ions with the total composition C28H53Br2FNO7S2 at a distorted geometry, with ωB97M-V/def2-TZVPD.

## Properties
DFT total energy in eV: -210168.0146
HOMO-LUMO gap in hartree: 0.2613

```
! wB97M-V def2-TZVPD RIJCOSX def2/J DEFGRID3
* xyz 1 1
C 0.19 1.81 -6.47
C 1.19 0.72 -5.77
C 2.00 1.29 -4.44
C 2.72 0.04 -3.67
C 4.28 0.31 -3.22
C 4.46 0.76 -1.64
C 5.03 -0.42 -0.66
C 6.04 0.09 0.53
C 5.63 -0.54 2.01
C 4.78 0.56 2.90
C 3.21 0.57 2.38
C 2.29 -0.50 3.28
C 0.68 -0.36 3.02
C 0.11 -0.42 4.59
C 0.40 1.01 5.41
C -0.96 1.91 5.59
Br -0.45 3.84 5.58
O 0.21 1.03 2.67
C -1.16 0.71 2.16
Br -1.72 2.57 1.55
N -0.76 -0.30 1.06
S 0.45 0.72 0.23
C -2.06 -0.59 0.35
C -2.02 -0.29 -1.29
C -2.41 1.25 -1.69
C -3.99 1.65 -1.30
O -4.33 2.80 -2.15
C -3.75 4.01 -1.54
C -0.05 -1.35 1.89
C 1.00 -2.20 0.97
C 0.45 -2.68 -0.50
S -1.06 -2.71 2.74
O -1.43 -3.90 1.76
O -2.47 -2.20 3.24
F -0.17 -3.51 4.02
H -0.75 2.06 -5.78
H -0.28 1.35 -7.46
H 0.73 2.81 -6.80
H 2.03 0.38 -6.54
H 0.54 -0.25 -5.50
H 2.78 2.10 -4.76
H 1.18 1.78 -3.73
H 2.14 -0.29 -2.69
H 2.72 -0.90 -4.41
H 4.72 1.13 -3.94
H 4.86 -0.72 -3.34
H 5.29 1.62 -1.64
H 3.48 1.27 -1.24
H 5.58 -1.25 -1.32
H 4.09 -0.98 -0.20
H 7.11 -0.33 0.29
H 6.14 1.27 0.58
H 4.91 -1.45 1.81
H 6.59 -0.82 2.65
H 4.86 0.36 4.06
H 5.26 1.62 2.67
H 2.78 1.64 2.69
H 3.15 0.38 1.23
H 2.63 -0.30 4.40
H 2.73 -1.59 3.05
H 0.62 -1.33 5.13
H -1.05 -0.56 4.66
H 1.32 1.59 4.98
H 0.71 0.66 6.51
H -1.80 1.64 4.80
H -1.43 1.64 6.65
H -1.98 0.38 2.93
H 0.83 0.14 -0.99
H -2.42 -1.72 0.42
H -2.99 0.05 0.75
H -2.89 -0.97 -1.73
H -1.03 -0.69 -1.80
H -2.39 1.30 -2.88
H -1.64 2.07 -1.34
H -4.15 1.83 -0.15
H -4.68 0.75 -1.68
H -2.58 4.04 -1.51
H -4.09 4.95 -2.18
H -4.19 4.09 -0.44
H 1.25 -3.19 1.57
H 2.03 -1.64 0.76
H -0.72 -2.88 -0.53
H 0.94 -3.75 -0.71
H 0.80 -2.01 -1.40
C -7.60 -3.00 -0.63
C -7.57 -1.51 -0.78
O -6.20 -1.24 -1.02
C -5.65 -2.38 -1.52
O -4.53 -2.46 -2.00
O -6.52 -3.43 -1.43
H -8.54 -3.44 -0.98
H -7.42 -3.32 0.41
H -8.15 -1.17 -1.64
H -7.92 -0.99 0.12
*
```